a) A cluster of 2 separate species, C4H4BrN in total, computed with wB97M-V/def2-TZVPD.

Summary:
- LUMO level (alpha / beta) (Eh) = 0.025 / -0.171
- M (Da) = 145.99
- ⟨S²⟩ = 2.018
- orbital gap (alpha / beta) (eV) = 8.81 / 5.16
- spin multiplicity = 3

Element x y z (Å)
C1 -0.44 2.35 -1.34
C2 1.46 1.10 0.55
C3 0.38 0.58 0.10
C4 -0.55 -0.49 -0.14
N1 -0.97 3.21 -1.87
Br1 2.48 0.05 1.92
H1 1.87 2.06 0.17
H2 -1.48 -0.15 -0.01
H3 -0.13 -1.28 0.46
H4 -0.44 -0.94 -1.07

=====

b) A structure of composition C4H4BrN, computed with wB97M-V/def2-TZVPD.

Summary:
- LUMO level (alpha / beta) (Eh) = 0.015 / -0.071
- M (Da) = 145.99
- ⟨S²⟩ = 2.012
- orbital gap (alpha / beta) (eV) = 7.05 / 7.50
- spin multiplicity = 3

Element x y z (Å)
C1 -0.31 1.48 0.46
C2 0.01 0.07 0.14
C3 1.33 0.32 -0.06
C4 -0.75 -1.14 -0.23
N1 0.78 2.09 0.24
Br1 2.83 -0.62 -0.63
H1 -1.20 2.04 0.98
H2 -0.11 -1.47 -1.10
H3 -1.83 -0.86 -0.42
H4 -0.75 -1.92 0.62

=====

Quick one: most stable of them? b)

=====

a) A cluster of 2 separate species, C7H7N in total, computed with wB97M-V/def2-TZVPD.

Summary:
- LUMO level (Eh) = -0.005
- M (Da) = 105.14
- orbital gap (eV) = 7.50

Element x y z (Å)
C1 -4.69 -1.14 -1.92
C2 -3.61 -0.86 -1.47
C3 -2.37 -0.55 -1.00
C4 1.13 0.12 0.25
C5 -1.23 -0.32 -0.58
C6 1.82 -0.65 -0.76
C7 1.77 1.49 2.22
N1 1.02 0.82 1.21
H1 -5.65 -1.35 -2.30
H2 1.68 -0.17 -1.72
H3 1.38 -1.65 -0.83
H4 2.88 -0.73 -0.53
H5 2.53 2.14 1.77
H6 2.27 0.76 2.86
H7 1.08 2.09 2.80

=====

b) A cluster of 2 separate species, C7H7N in total, computed with wB97M-V/def2-TZVPD.

Summary:
- structure (SMILES) = c1ccncc1.C#C
- LUMO level (Eh) = 0.034
- M (Da) = 105.14
- orbital gap (eV) = 10.53

Element x y z (Å)
C1 2.52 -0.99 -1.35
C2 2.47 -0.81 0.02
C3 1.25 -0.22 0.54
N1 0.20 0.12 -0.22
C4 0.22 -0.14 -1.57
C5 1.37 -0.83 -2.12
H1 3.45 -1.30 -1.85
H2 3.39 -0.86 0.55
H3 1.28 -0.07 1.53
H4 -0.57 0.21 -2.26
H5 1.36 -1.03 -3.16
C6 -4.62 1.59 2.71
C7 -3.55 1.34 2.13
H6 -5.83 1.47 2.96
H7 -2.54 1.05 1.64

=====

c) An isolated molecule of C7H7N, computed with wB97M-V/def2-TZVPD.

Summary:
- structure (SMILES) = C=C/C=C\C(=C)C#N
- LUMO level (Eh) = -0.001
- M (Da) = 105.14
- orbital gap (eV) = 9.21

Element x y z (Å)
C1 2.90 0.77 0.03
C2 2.34 -0.33 0.39
C3 1.28 -1.21 -0.21
C4 -0.07 -0.93 -0.33
C5 -0.96 0.18 -0.09
C6 -0.38 1.35 -0.24
C7 -2.47 0.04 0.12
N1 -3.65 -0.10 0.33
H1 2.64 1.51 -0.91
H2 3.81 0.89 0.83
H3 2.51 -0.78 1.40
H4 1.51 -2.29 -0.27
H5 -0.67 -1.67 -0.92
H6 -0.92 2.33 -0.21
H7 0.81 1.63 -0.28

=====

Quick one: most stable of them? b)

=====

a) A cluster of 2 separate species, C14H20N2O4 in total, computed with wB97M-V/def2-TZVPD.

Summary:
- structure (SMILES) = N[C@@H](Cc1ccccc1)C(=O)O.O=C(O)[C@@H]1CCCN1
- LUMO level (Eh) = 0.007
- M (Da) = 280.32
- orbital gap (eV) = 9.15

Element x y z (Å)
N1 -0.57 1.70 1.44
C1 -1.77 1.42 0.64
C2 -2.99 0.71 1.27
C3 -3.12 -0.62 0.60
C4 -2.63 -1.81 1.07
C5 -2.94 -3.00 0.38
C6 -3.65 -3.00 -0.82
C7 -4.08 -1.78 -1.31
C8 -3.83 -0.62 -0.60
C9 -2.29 2.59 -0.38
O1 -3.13 2.32 -1.26
O2 -1.57 3.70 -0.29
H1 -0.77 1.65 2.31
H2 0.10 1.15 1.26
H3 -1.40 0.75 -0.13
H4 -3.90 1.25 1.11
H5 -2.82 0.61 2.27
H6 -2.09 -1.80 2.10
H7 -2.59 -3.90 0.79
H8 -4.18 -3.76 -1.03
H9 -4.73 -1.72 -2.18
H10 -4.35 0.27 -0.81
H11 -1.04 3.69 0.55
O3 3.99 0.59 1.81
C10 3.82 -0.42 1.16
O4 3.03 -1.45 1.50
C11 4.56 -0.67 -0.16
C12 4.75 0.64 -0.92
C13 3.56 0.61 -1.97
C14 2.73 -0.58 -1.49
N2 3.83 -1.46 -1.10
H12 2.76 -1.37 2.47
H13 5.47 -1.19 0.15
H14 5.75 0.62 -1.44
H15 4.76 1.52 -0.30
H16 3.04 1.48 -1.80
H17 3.86 0.61 -3.01
H18 2.07 -1.03 -2.08
H19 2.23 -0.26 -0.68
H20 3.56 -2.37 -0.77

=====

b) An isolated molecule of C14H20N2O4, computed with wB97M-V/def2-TZVPD.

Summary:
- structure (SMILES) = CC(C)[C@H](N)C(=O)N[C@@H](Cc1ccc(O)cc1)C(=O)O
- LUMO level (Eh) = 0.019
- M (Da) = 280.32
- orbital gap (eV) = 9.27

Element x y z (Å)
C1 -4.21 -2.02 -1.20
C2 -2.84 -1.35 -0.81
C3 -1.62 -2.39 -0.85
C4 -2.94 -0.58 0.54
N1 -4.07 0.33 0.51
C5 -1.71 0.28 0.93
O1 -1.38 0.34 2.11
N2 -0.98 1.00 0.05
C6 -0.06 2.08 0.41
C7 1.16 1.72 1.28
C8 1.86 0.52 0.78
C9 1.38 -0.78 1.16
C10 2.08 -1.95 0.73
C11 3.21 -1.83 -0.05
O2 4.00 -2.86 -0.42
C12 3.60 -0.56 -0.51
C13 3.00 0.61 -0.07
C14 0.45 2.67 -0.93
O3 0.36 3.85 -1.17
O4 0.87 1.75 -1.83
H1 -4.22 -2.49 -2.16
H2 -4.47 -2.81 -0.45
H3 -4.96 -1.17 -1.13
H4 -2.62 -0.54 -1.56
H5 -0.61 -2.02 -0.77
H6 -1.59 -2.88 -1.82
H7 -1.82 -3.14 -0.05
H8 -3.02 -1.43 1.28
H9 -3.94 1.10 -0.10
H10 -4.25 0.59 1.45
H11 -1.23 0.86 -0.95
H12 -0.53 2.99 0.83
H13 0.78 1.56 2.37
H14 1.82 2.62 1.11
H15 0.56 -0.81 1.86
H16 1.81 -2.89 1.11
H17 3.69 -3.73 -0.17
H18 4.50 -0.57 -1.12
H19 3.40 1.57 -0.26
H20 1.10 0.87 -1.41

=====

Quick one: most stable of them? b)

=====

a) A cluster of 2 separate species, C2H6O3 in total, computed with wB97M-V/def2-TZVPD.

Summary:
- structure (SMILES) = O=CO.CO
- LUMO level (Eh) = 0.026
- M (Da) = 78.07
- orbital gap (eV) = 11.31

Element x y z (Å)
O1 2.24 -0.41 0.39
C1 2.17 0.72 0.01
O2 1.18 1.60 0.25
H1 2.96 1.21 -0.59
H2 0.38 1.05 0.24
C2 -1.44 -0.96 -0.28
O3 -1.30 0.28 0.35
H3 -2.47 -1.30 -0.40
H4 -0.87 -1.78 0.20
H5 -0.95 -0.89 -1.25
H6 -1.90 0.47 1.08

=====

b) A structure of composition C2H6O3, computed with wB97M-V/def2-TZVPD.

Summary:
- LUMO level (Eh) = 0.026
- M (Da) = 78.07
- orbital gap (eV) = 11.34

Element x y z (Å)
H1 -0.43 -0.45 -1.45
O1 -1.64 -0.68 -1.60
O2 0.57 -0.16 -0.99
H2 -1.71 -0.33 -0.62
H3 -2.21 0.06 -1.90
C1 0.25 0.08 0.25
O3 -0.96 0.19 0.56
C2 1.30 0.20 1.24
H4 1.63 1.27 1.18
H5 1.01 0.24 2.29
H6 2.18 -0.42 1.05

=====

Quick one: most stable of them? b)